This record from OMol25 describes a cluster of 7 separate species, C52H47BN3O33 in total at a distorted geometry. The level of theory is ωB97M-V/def2-TZVPD.

Computed properties:
lowest unoccupied orbital energy: -0.1916 Eh
HOMO-LUMO gap: 5.55 eV

The geometry in ORCA input format:
```
! wB97M-V def2-TZVPD RIJCOSX def2/J DEFGRID3
* xyz 1 1
O -2.907 2.335 1.608
N 2.815 -1.333 -2.631
H -0.933 -1.797 7.839
C 0.900 -6.366 1.167
H -1.695 -1.911 -7.458
O 6.254 -1.608 -2.204
H 0.698 -0.719 0.300
O -3.964 0.952 -14.842
C 0.811 -1.409 -0.666
H -3.212 3.155 2.055
C -2.920 1.878 4.022
H -5.269 2.602 -4.729
H -2.243 0.184 11.662
C -2.699 0.909 5.107
H -2.224 -6.404 4.486
C -5.775 3.904 8.359
O -4.707 2.007 -4.187
H 6.815 1.104 -5.007
O 1.742 0.730 -1.724
H 4.918 4.876 -1.546
H -4.882 2.798 -14.113
O -1.124 -8.050 3.558
H 6.443 4.573 -4.101
O -5.200 2.213 -6.880
O -2.062 -1.242 5.857
C -2.269 -0.326 4.842
O 3.807 -1.837 -1.875
C -1.996 -0.767 3.447
C -3.735 0.464 -7.504
O 5.532 4.161 -4.169
O -2.174 -0.205 9.511
H 4.010 4.847 0.736
C -3.118 2.161 -11.606
H 1.331 -4.329 8.933
O 3.066 0.064 1.166
C 5.043 0.626 -2.004
O -1.681 -0.412 12.203
H 5.847 5.126 2.210
O -1.828 -1.576 -5.301
H -2.055 -0.146 1.348
H 3.016 -0.930 1.308
H -3.328 2.960 -10.906
H 5.660 -0.350 -4.671
C -2.156 1.132 -11.182
C -2.673 1.428 2.624
H 7.529 -2.594 0.426
O 0.773 -3.730 8.391
H -8.292 3.840 5.307
C -7.081 4.050 8.589
H -0.796 -3.689 2.664
O 5.505 0.019 1.825
C -0.507 -4.716 2.484
O 4.473 0.252 -6.933
H 5.823 3.670 3.955
C -0.629 -7.139 2.904
C -1.066 -1.259 11.300
C 0.564 -2.007 -4.041
O 1.836 -6.586 0.173
O 1.197 -3.994 11.089
C 1.982 -2.429 -3.290
N 5.931 3.119 3.064
H 5.184 2.384 3.091
H 0.013 -2.355 12.756
O -3.299 3.024 4.236
H -5.045 3.924 9.159
C -8.071 4.017 7.477
H 6.731 3.899 1.085
O -1.617 1.153 -10.081
C 4.688 1.222 -6.011
H 3.579 3.227 1.643
O -1.585 -1.903 3.236
C 0.137 -2.901 9.296
C -0.709 -1.954 8.887
O -1.997 -5.514 4.139
H -2.198 -0.814 -14.047
C 5.819 3.995 1.836
H -8.538 4.316 9.775
C 1.812 -0.605 -1.724
C 4.396 3.758 0.992
H 0.646 -8.411 1.659
O 1.027 -4.043 0.815
C 4.685 2.969 -0.453
H 0.719 -1.161 -4.851
C 5.328 1.587 -3.343
C 5.262 3.207 -3.081
O 4.050 2.524 -6.260
C -0.223 -2.208 11.710
C 5.054 -1.019 -2.029
C -2.889 -0.483 -7.094
O -5.772 3.542 4.592
O -2.253 -1.311 -8.000
C -3.400 0.992 -13.754
C -3.249 0.210 -4.681
H -1.752 -2.060 5.410
H -3.013 0.063 -3.634
C 6.663 -0.625 1.186
C -4.092 1.159 -5.091
H -0.292 -1.525 -1.088
C -1.836 0.039 -12.142
H -2.899 1.244 6.117
C 0.368 -7.382 1.850
H 1.271 -2.423 -0.279
C 0.508 -4.957 1.446
O -4.077 3.555 6.751
C -6.256 3.702 5.877
H -3.958 0.621 -8.552
H 6.494 -2.783 2.003
H 5.655 -2.559 0.228
B 4.483 0.441 0.849
C 5.678 0.841 -4.760
C -3.699 2.100 -12.806
N 4.948 3.829 -1.705
O -4.602 3.065 -13.211
O 2.297 -3.733 -3.285
C 6.522 -2.243 0.955
H 6.994 -0.157 0.166
C -1.041 -5.733 3.164
H -0.636 -0.646 -10.843
H 7.578 -0.478 1.938
H 0.104 -2.969 -4.577
C -7.563 3.844 6.107
H 2.067 -5.696 -0.170
C -5.269 3.707 6.992
C 0.429 -3.103 10.742
C -2.420 -0.024 -13.340
H -4.798 3.458 4.689
C -1.380 -1.074 9.856
C -2.596 -0.685 -5.649
H 4.639 2.949 -6.979
H -0.268 -1.633 -3.290
O -9.267 4.136 7.722
O -0.912 -0.911 -11.748
C -2.240 0.193 2.360
C -4.406 1.344 -6.535
C 4.729 1.321 -0.518
O -7.563 4.238 9.872
*
```

=====

This record from OMol25 describes a cluster of 2 separate species, C2H4BrClIN in total at a distorted geometry. The level of theory is ωB97M-V/def2-TZVPD.

Computed properties:
lowest unoccupied orbital energy (alpha / beta): 0.0260 / -0.1356 Eh
HOMO-LUMO gap (alpha / beta): 8.35 / 5.96 eV
ΔE to the lowest compared entry with this formula, charge and spin: 5.0 kcal/mol

The geometry in ORCA input format:
```
! wB97M-V def2-TZVPD RIJCOSX def2/J DEFGRID3
* xyz 0 3
Cl 2.320 -0.607 1.545
Br 2.347 -0.145 -1.813
I 1.329 -1.310 3.517
H -1.379 0.262 -2.144
H 1.093 -2.116 -0.550
H -1.064 1.262 -0.454
C -0.756 0.551 -1.352
N -0.249 -0.674 -0.807
H 0.088 1.068 -1.773
C 0.881 -1.083 -0.836
*
```

=====

This record from OMol25 describes an isolated molecule of C5H12S2Si at a distorted geometry. The level of theory is ωB97M-V/def2-TZVPD.

Computed properties:
lowest unoccupied orbital energy: -0.0255 Eh
HOMO-LUMO gap: 7.92 eV
ΔE to the lowest compared entry with this formula, charge and spin: 15.9 kcal/mol

The geometry in ORCA input format:
```
! wB97M-V def2-TZVPD RIJCOSX def2/J DEFGRID3
* xyz 0 1
C -0.280 -0.703 -1.854
H 3.172 1.112 1.391
H 3.120 -0.508 -0.836
H 0.001 0.014 -2.574
C 1.327 0.923 0.032
Si -0.421 0.278 -0.139
H -2.140 1.715 0.920
H -2.408 1.927 -0.797
H 1.779 -0.001 2.080
H -1.201 2.807 -0.048
H -0.410 -0.908 2.134
H 0.433 -1.600 -1.726
H -1.095 -1.143 -2.323
S 3.073 -1.146 0.371
H -2.039 -0.567 1.589
C -1.697 1.769 -0.032
C -0.997 -0.997 1.219
C 2.289 0.289 1.178
S 2.021 2.111 -0.832
H -1.006 -1.973 0.765
*
```

=====

This record from OMol25 describes a structure of composition C3H5NO2S at a distorted geometry. The level of theory is ωB97M-V/def2-TZVPD.

Computed properties:
lowest unoccupied orbital energy: -0.0199 Eh
HOMO-LUMO gap: 9.57 eV
ΔE to the lowest compared entry with this formula, charge and spin: 133.6 kcal/mol

The geometry in ORCA input format:
```
! wB97M-V def2-TZVPD RIJCOSX def2/J DEFGRID3
* xyz 0 1
C -0.173 -1.017 -0.832
C -0.356 0.211 -0.396
H -0.769 1.170 -0.662
O 2.430 -0.719 -0.237
H -1.368 -1.281 0.841
N 1.737 1.699 0.006
H 1.665 2.633 -0.327
H 0.030 -1.578 -1.783
H 0.481 -1.215 1.388
S 1.774 0.432 -0.786
O 1.825 0.548 -2.232
C -0.317 -1.009 0.608
*
```

=====

- Number 3 is which compound?
  C5H12S2Si